CH2O4Si | wB97M-V/def2-TZVPD

Properties
Lowest unoccupied orbital energy (spin up / spin down) in eV: -3.2378 / -3.1627
Highest occupied orbital energy (spin up / spin down) in eV: -11.51 / -11.52

Last column: Mulliken charge in e.
Cartesian coordinates (Å):
Si (0.964, 0.711, 0.103)  0.404
O (-1.389, -0.090, -0.865)  -0.203
O (-1.929, -1.592, 0.293)  -0.417
O (0.222, -0.850, 0.534)  -0.351
O (0.056, 1.132, -1.140)  -0.254
C (-0.974, -0.935, 0.050)  0.929
H (2.387, 0.204, -0.313)  -0.040
H (0.663, 1.419, 1.339)  -0.068

***

C4H10N2O2 | wB97M-V/def2-TZVPD

Properties
Lowest unoccupied orbital energy (spin up / spin down) in eV: 0.1280 / 0.1276
Highest occupied orbital energy (spin up / spin down) in eV: -8.12 / -8.12

Last column: Mulliken charge in e.
Cartesian coordinates (Å):
O (-2.087, 0.804, 1.387)  -0.409
O (0.292, 1.956, 1.009)  -0.783
N (1.194, -0.963, -0.970)  -0.562
N (1.895, 1.348, -1.093)  -0.716
C (-1.153, 0.056, 0.829)  0.295
C (0.133, 0.761, 0.596)  0.812
C (0.803, 0.431, -0.851)  -0.119
C (-1.531, -1.318, 0.394)  -1.455
H (2.646, 1.156, -0.433)  0.258
H (1.931, -1.179, -0.305)  0.258
H (0.030, 0.631, -1.597)  0.351
H (-1.838, -1.923, 1.255)  0.451
H (0.505, -0.135, 1.332)  -0.049
H (-0.697, -1.807, -0.103)  0.330
H (1.573, -1.131, -1.897)  0.244
H (1.573, 2.284, -0.850)  0.315
H (-2.882, 0.286, 1.586)  0.369
H (-2.387, -1.257, -0.289)  0.409

***

C24H23ClN5O5PdS | wB97M-V/def2-TZVPD

Properties
Lowest unoccupied orbital energy in eV: -3.7014
Charge: +1
Highest occupied orbital energy in eV: -10.57

Last column: Mulliken charge in e.
Cartesian coordinates (Å):
Pd (1.179, -0.110, -1.303)  0.491
Cl (6.313, -3.676, 2.351)  -0.205
S (-2.031, -0.065, 0.849)  1.467
O (-4.404, 0.061, -2.311)  -0.644
O (-3.274, 1.334, -3.645)  -0.612
O (2.337, -1.684, -1.434)  -0.682
O (-1.794, 0.982, -0.119)  -0.492
O (-0.951, -0.977, 1.155)  -0.732
N (2.094, 0.572, 0.275)  -0.223
N (0.619, 1.980, -1.387)  -0.178
N (-2.105, -1.466, -1.812)  0.229
N (-3.391, 0.379, -2.909)  1.108
N (-0.117, -1.139, -2.760)  -0.926
C (1.254, 3.575, 2.382)  -1.067
C (-1.008, -0.228, -3.275)  -1.253
C (-3.427, -1.018, 0.285)  -0.980
C (-3.088, -1.980, -0.858)  -0.962
C (-2.216, -0.411, -2.703)  0.428
C (1.818, 2.335, 2.018)  -1.077
C (4.109, -3.101, -0.930)  -0.723
C (3.252, -2.027, -0.581)  0.869
C (1.597, 1.811, 0.771)  0.561
C (-0.139, 2.625, -2.245)  -0.243
C (-0.282, -3.078, -1.194)  -1.927
C (-0.740, 3.864, -1.973)  -0.932
C (-0.824, -1.876, -1.883)  1.787
C (-2.602, 0.695, 2.344)  -0.670
C (0.480, 4.281, 1.508)  -0.995
C (3.441, -1.415, 0.683)  -0.320
C (-0.549, 4.432, -0.750)  -0.663
C (2.795, -0.212, 1.042)  0.642
C (0.814, 2.538, -0.152)  0.573
C (5.153, -3.014, 1.247)  0.047
C (0.245, 3.771, 0.211)  1.674
C (-2.769, -0.270, 3.510)  -1.172
C (4.379, -1.955, 1.602)  -0.940
C (5.028, -3.578, -0.040)  -0.469
H (-2.683, -2.908, -0.468)  0.448
H (-1.829, 1.445, 2.529)  0.377
H (-1.001, 5.385, -0.500)  0.451
H (-0.271, 2.176, -3.215)  0.603
H (4.001, -3.537, -1.913)  0.489
H (-3.523, 1.217, 2.081)  0.448
H (0.672, -3.320, -1.649)  0.462
H (-4.008, -2.199, -1.393)  0.335
H (1.445, 3.962, 3.374)  0.424
H (-0.746, 0.446, -4.069)  0.810
H (-3.789, -1.594, 1.137)  0.562
H (-1.959, -0.998, 3.533)  0.322
H (2.943, 0.103, 2.070)  0.313
H (-2.748, 0.286, 4.446)  0.412
H (-0.134, -2.887, -0.130)  0.256
H (4.496, -1.498, 2.576)  0.424
H (-0.960, -3.924, -1.309)  0.554
H (2.427, 1.822, 2.748)  0.332
H (0.039, 5.228, 1.792)  0.459
H (-4.182, -0.297, -0.023)  0.521
H (-1.339, 4.339, -2.736)  0.464
H (-3.719, -0.801, 3.463)  0.324
H (5.672, -4.402, -0.316)  0.423

***

C29H21Cl2NO2S | wB97M-V/def2-TZVPD

Properties
Lowest unoccupied orbital energy in eV: -3.2184
Highest occupied orbital energy in eV: -6.44

Last column: Mulliken charge in e.
Cartesian coordinates (Å):
Cl (3.158, -3.829, -4.420)  -0.183
Cl (-5.324, -3.321, 5.541)  -0.186
S (1.803, 2.434, -1.424)  1.150
O (2.224, 3.797, -1.176)  -0.682
O (1.177, 2.091, -2.690)  -0.619
N (-3.919, 5.277, 3.359)  -0.549
C (3.358, 0.208, -2.008)  0.400
C (0.802, -2.910, -1.345)  -0.316
C (3.351, 1.486, -1.447)  -0.450
C (-4.627, -2.792, 4.075)  0.442
C (4.555, -0.488, -2.185)  -0.486
C (1.693, -3.583, -2.170)  -0.887
C (0.116, -1.751, -1.798)  1.024
C (-0.794, -1.039, -0.944)  -0.713
C (-3.035, 4.731, 2.814)  0.002
C (-1.380, 2.904, 2.670)  -0.717
C (-2.812, -2.888, 2.478)  -0.311
C (-1.555, 4.512, 0.860)  -0.820
C (-3.430, -3.373, 3.629)  -0.813
C (-0.030, 2.607, 0.638)  0.947
C (4.549, 2.043, -0.983)  -0.202
C (5.748, 1.345, -1.158)  -0.619
C (0.340, -1.330, -3.139)  -0.346
C (1.918, -3.120, -3.476)  0.309
C (-2.667, -1.204, 0.639)  -0.423
C (-0.450, 2.180, 1.942)  -0.480
C (-4.597, -1.256, 2.207)  -0.419
C (5.759, 0.085, -1.763)  -0.442
C (-0.599, 3.826, 0.135)  -0.507
C (-1.986, 4.046, 2.115)  0.540
C (0.867, 1.820, -0.118)  -0.829
C (-5.217, -1.736, 3.357)  -0.680
C (-1.470, -1.668, 0.107)  0.012
C (-3.351, -1.785, 1.758)  0.802
C (1.175, -2.044, -3.990)  -0.479
H (-0.181, -0.441, -3.498)  0.304
H (-2.986, -4.190, 4.189)  0.396
H (4.548, -1.469, -2.666)  0.295
H (-1.900, -3.367, 2.125)  0.317
H (-5.076, -0.464, 1.628)  0.375
H (-1.655, 2.572, 3.675)  0.423
H (-1.993, 5.430, 0.461)  0.410
H (1.076, 0.773, 0.103)  0.585
H (-3.140, -0.350, 0.150)  0.402
H (-6.148, -1.307, 3.719)  0.399
H (4.550, 3.022, -0.507)  0.444
H (6.685, 1.796, -0.829)  0.362
H (-0.307, 4.202, -0.848)  0.393
H (2.413, -0.231, -2.326)  0.110
H (6.698, -0.448, -1.923)  0.375
H (-0.015, 1.254, 2.330)  0.443
H (2.254, -4.435, -1.796)  0.415
H (1.315, -1.737, -5.023)  0.389
H (0.638, -3.268, -0.329)  0.365
H (-1.052, -2.595, 0.510)  -0.103
H (-1.073, -0.023, -1.232)  0.432

***

C25H18ClN6V | wB97M-V/def2-TZVPD

Properties
Lowest unoccupied orbital energy (spin up / spin down) in eV: -12.3689 / -11.5199
Charge: +3
Highest occupied orbital energy (spin up / spin down) in eV: -16.41 / -16.41
Spin multiplicity: 2

Last column: Mulliken charge in e.
Cartesian coordinates (Å):
V (1.740, 0.568, -1.619)  0.622
Cl (1.040, 3.436, -0.052)  -0.054
N (0.094, 0.035, -0.636)  0.401
N (2.106, -1.253, -1.064)  0.019
N (0.384, 1.675, -2.366)  0.091
N (2.842, -3.644, 0.026)  -0.416
N (-1.414, 3.442, -3.375)  -0.420
N (-5.905, -2.267, 2.198)  -0.476
C (-0.188, 3.420, -3.842)  -0.584
C (2.200, 1.403, 3.155)  -0.351
C (-4.808, -2.920, 2.456)  -0.481
C (3.239, -1.833, -1.431)  -0.074
C (-2.264, 0.267, -0.312)  -0.438
C (2.762, 1.411, 0.404)  0.538
C (3.611, -3.061, -0.863)  -0.529
C (-2.325, -0.911, 0.447)  1.274
C (3.322, 0.423, 1.270)  -0.245
C (0.745, 2.507, -3.329)  0.046
C (0.043, -1.153, -0.012)  -0.116
C (1.697, -3.102, 0.368)  -0.348
C (-3.585, -1.385, 1.054)  0.994
C (3.036, 0.418, 2.612)  -0.974
C (1.814, 2.319, 0.979)  1.147
C (3.295, 1.639, -0.907)  -1.673
C (-5.962, -1.221, 1.425)  -0.492
C (-1.788, 2.620, -2.425)  -0.282
C (-0.870, 1.711, -1.883)  -0.233
C (-1.059, 0.685, -0.863)  0.147
C (-4.807, -0.740, 0.813)  -0.532
C (-3.601, -2.503, 1.900)  -0.601
C (1.574, 2.337, 2.338)  -0.722
C (1.298, -1.879, -0.188)  0.295
C (-1.135, -1.656, 0.524)  -0.681
H (-4.877, -3.786, 3.104)  0.400
H (1.763, 2.452, -3.721)  0.435
H (4.245, 1.137, -1.114)  0.507
H (-2.716, -3.059, 2.160)  0.292
H (3.503, -0.306, 3.264)  0.507
H (0.926, 3.091, 2.760)  0.530
H (-6.930, -0.757, 1.279)  0.406
H (0.062, 4.123, -4.626)  0.442
H (2.057, 1.455, 4.223)  0.499
H (-3.148, 0.841, -0.529)  0.380
H (1.099, -3.639, 1.091)  0.470
H (-2.815, 2.697, -2.096)  0.485
H (4.530, -3.567, -1.133)  0.449
H (-1.122, -2.647, 0.944)  0.449
H (-4.908, 0.116, 0.168)  0.327
H (3.854, -1.356, -2.194)  0.484
H (4.071, -0.255, 0.870)  0.550
H (3.277, 2.676, -1.248)  0.537

***

So what do the calculations give for total energy? Going down the list: -629.6720; -418.3004; -2564.3389; -2641.3499; -2695.1454 a.u..